Entry w
Computed, not measured: a gas-phase ion, C5H13NP (charge +1), with ωB97M-V/def2-TZVPD.

Geometry as XYZ:
```
20
Properties=species:S:1:pos:R:3:nbo_charge:R:1
C -3.2234 0.6680 -0.4128 -1.03
C 1.6530 1.2483 0.4361 -0.42
C 0.1709 -0.3626 -0.6406 -0.12
C 2.4254 -1.0282 0.0673 -0.42
C -1.1123 -0.8535 0.4847 -0.90
N 1.4712 -0.0030 -0.2514 -0.31
P -2.6342 -1.0581 -0.3939 1.12
H -2.4694 1.3293 -0.8404 0.27
H -3.4309 1.0139 0.6002 0.28
H 1.5405 1.1387 1.5199 0.20
H 2.6561 1.6216 0.2403 0.23
H 0.9358 1.9820 0.0746 0.21
H -4.1364 0.7496 -1.0001 0.27
H -0.2868 0.4915 -1.1419 0.20
H 0.2255 -1.2194 -1.3092 0.22
H 2.3122 -1.8691 -0.6130 0.22
H 3.4285 -0.6168 -0.0458 0.23
H 2.3267 -1.3861 1.0973 0.20
H -0.7414 -1.7868 0.9020 0.27
H -1.1111 -0.0593 1.2267 0.27
```

lowest unoccupied orbital energy (alpha / beta) = -6.43 / -6.92 eV
charge = +1
HOMO energy (alpha / beta) = -0.4831 / -0.4615 hartree

***

Entry x
Computed, not measured: a gas-phase ion, C5H13NP (charge +1), with ωB97M-V/def2-TZVPD.

Geometry as XYZ:
```
20
Properties=species:S:1:pos:R:3:nbo_charge:R:1
C 0.6033 -0.5154 -1.2559 -0.73
C -0.2615 -1.6737 1.0362 -0.46
C 0.0024 0.5050 -0.0661 0.19
C 0.9792 0.9593 0.9934 -0.67
C -0.5316 1.8126 -0.7951 -0.66
N -1.0104 -0.4535 0.5071 -0.54
P 0.9934 -2.1353 -0.4761 0.57
H -0.1254 -0.5590 -1.9952 0.24
H 1.5330 0.0007 -1.5813 0.26
H 0.2517 -1.3294 1.8622 0.22
H -0.8364 -2.5077 1.4051 0.26
H 0.4986 1.2364 1.9521 0.24
H 1.2655 1.9427 0.5107 0.26
H 1.7532 0.2509 1.0400 0.23
H -1.1651 2.5693 -0.2676 0.26
H -1.1386 1.4918 -1.7335 0.22
H 0.4270 2.1447 -1.2931 0.25
H -1.8012 -0.6574 -0.1378 0.44
H -1.4198 -0.1001 1.3670 0.43
H -0.0174 -2.9817 -1.0721 -0.01
```

lowest unoccupied orbital energy = -3.30 eV
SMILES = CC1(C)CPC[NH2+]1
charge = +1
HOMO energy = -0.5063 hartree

***

Entry y
Computed, not measured: 2 unconnected molecules or ions with the total composition C5H13NP, with ωB97M-V/def2-TZVPD.

Geometry as XYZ:
```
20
Properties=species:S:1:pos:R:3:nbo_charge:R:1
C -0.0982 -0.3978 2.5697 -0.10
C -2.5235 -1.0706 0.7354 -0.62
C 1.6109 1.5234 -2.8914 -0.64
C -1.6042 -1.9130 1.5845 -0.26
C 2.2095 1.4994 -1.5065 -0.92
N -0.3589 -1.2344 1.6487 -0.40
P 1.4317 0.7933 -0.0593 1.14
H 0.9432 -0.1123 2.7054 0.19
H -0.9253 -0.1363 3.2027 0.17
H -2.4983 -1.0597 -0.3608 0.22
H -3.5607 -1.3907 1.0645 0.23
H -2.4380 -0.0998 1.0407 0.20
H 2.3389 1.6253 -3.7610 0.26
H 1.0125 0.6936 -3.0854 0.23
H 1.0764 2.5627 -3.0649 0.25
H -1.3030 -2.9114 1.1831 0.23
H -1.9762 -1.9065 2.6182 0.19
H 2.6891 2.4722 -1.3524 0.32
H 3.2982 1.0641 -1.3954 0.37
H 0.6757 -0.0017 -0.8758 -0.06
```

lowest unoccupied orbital energy (alpha / beta) = -7.76 / -7.76 eV
charge = +1
HOMO energy (alpha / beta) = -0.4736 / -0.4736 hartree

***

Entry z
Computed, not measured: 2 unconnected molecules or ions with the total composition C5H13NP, with ωB97M-V/def2-TZVPD.

Geometry as XYZ:
```
20
Properties=species:S:1:pos:R:3:nbo_charge:R:1
C 3.4760 0.0509 -0.2543 -0.92
C 0.0978 -1.1729 -0.0371 -0.45
C -1.6375 0.1561 -1.1309 -0.42
C -1.6298 0.0504 1.2274 -0.40
C 0.1346 1.3247 -0.0064 -0.07
N -0.6903 0.0976 0.0030 -0.30
P 3.7321 -1.3682 0.5605 0.52
H 2.4422 0.2995 -0.3778 0.18
H 4.0699 0.6357 -0.9362 0.25
H -0.4057 -1.9074 -0.7642 0.26
H 1.1807 -1.0279 -0.3806 0.26
H 0.2575 -1.4795 1.0387 0.24
H -1.2412 0.3868 -2.1117 0.25
H -2.3607 -0.7867 -1.1395 0.25
H -2.2791 0.9743 -0.8424 0.22
H -2.6394 0.0486 0.9018 0.24
H -1.4335 -0.7672 1.9091 0.25
H -1.5296 1.0476 1.6908 0.24
H 0.8999 1.2048 0.8182 0.21
H -0.4439 2.2328 -0.1684 0.21
```

lowest unoccupied orbital energy (alpha / beta) = -4.02 / -5.36 eV
charge = +1
HOMO energy (alpha / beta) = -0.4822 / -0.4212 hartree

***

Stability ranking, top entry: entry x; the second entry is 1.230 eV less favorable.

***

Entry w
Computed, not measured: C6H6O2 in the gas phase, with ωB97M-V/def2-TZVPD.

Geometry as XYZ:
```
14
Properties=species:S:1:pos:R:3:nbo_charge:R:1
C 0.3310 0.8855 0.3241 0.46
C 0.4204 0.5696 -1.2012 -0.34
C 0.9296 -0.8028 -1.1100 -0.41
C -0.3493 -1.3571 -0.3813 -0.28
C -1.0691 -0.1408 -1.2719 -0.34
C -0.1490 -0.4153 0.8031 0.41
H 0.4093 1.5504 -1.7564 0.27
H 1.2102 -1.7231 -1.9119 0.26
H 1.6450 -0.7645 -0.3345 0.21
H -0.7834 -2.4797 -0.4457 0.27
H -1.8696 0.4201 -0.9524 0.22
H -0.9223 -0.5402 -2.2899 0.22
O 0.1079 1.9908 1.0117 -0.47
O -0.1542 -0.6030 2.0775 -0.49
```

lowest unoccupied orbital energy = -0.66 eV
SMILES = O=C1C(=O)[C@H]2C[C@@H]1C2
HOMO energy = -0.3510 hartree

***

Entry x
Computed, not measured: C6H6O2 in the gas phase, with ωB97M-V/def2-TZVPD.

Geometry as XYZ:
```
14
Properties=species:S:1:pos:R:3:nbo_charge:R:1
C -2.1023 -0.8406 0.1680 -0.33
C -0.8508 -0.5505 -0.1973 0.13
C 1.3995 -0.4563 -0.5644 0.08
C 1.2494 0.1967 0.9031 -0.45
C 0.8398 0.9282 -0.4398 -0.36
C -0.6001 0.8087 -0.3350 0.49
H -2.9103 -0.2218 0.8747 0.24
H -2.4909 -1.7662 0.0599 0.19
H 2.3701 -0.6024 -1.2367 0.25
H 2.1358 0.6654 1.6421 0.25
H 0.4982 -0.2564 1.5621 0.25
H 1.5529 1.6047 -0.9138 0.25
O 0.2095 -1.2956 -0.9283 -0.48
O -1.3007 1.7860 -0.5948 -0.52
```

lowest unoccupied orbital energy = 0.18 eV
SMILES = C=C1O[C@@H]2C[C@@H]2C1=O
HOMO energy = -0.3396 hartree

***

Stability ranking, top entry: entry w; the second entry is 0.075 eV less favorable.

***

Entry w
Computed, not measured: C2BrF3N2 in the gas phase, with ωB97M-V/def2-TZVPD.

Geometry as XYZ:
```
8
Properties=species:S:1:pos:R:3:nbo_charge:R:1
C -0.5311 -0.3154 -0.1372 -0.10
C 0.6351 0.4368 0.3690 0.92
N -0.4974 -0.9777 -1.6338 0.06
N -1.0831 0.0622 -1.4041 -0.07
F 0.3546 1.1504 1.4639 -0.30
F 1.6799 -0.4179 0.7956 -0.35
F 1.2139 1.1588 -0.5449 -0.29
Br -1.7718 -1.0972 1.0915 0.12
```

lowest unoccupied orbital energy = -0.50 eV
SMILES = FC(F)(F)C1(Br)N=N1
HOMO energy = -0.3854 hartree

***

Entry x
Computed, not measured: C2BrF3N2 in the gas phase, with ωB97M-V/def2-TZVPD.

Geometry as XYZ:
```
8
Properties=species:S:1:pos:R:3:nbo_charge:R:1
C -0.9937 -0.9116 0.0105 0.90
C 1.5509 0.9087 -0.0251 0.39
N -0.4492 -0.1402 0.8526 -0.31
N 0.2245 0.8831 0.8399 -0.20
F -1.8211 -1.9187 0.5362 -0.32
F -0.9143 -1.0961 -1.2739 -0.27
F 2.3298 1.9828 -0.0831 -0.29
Br 2.5318 -0.5928 -0.5181 0.11
```

lowest unoccupied orbital energy (alpha / beta) = -0.83 / -0.87 eV
SMILES = FC(F)=N/N=C(/F)Br
HOMO energy (alpha / beta) = -0.3404 / -0.3389 hartree

***

Stability ranking, top entry: entry w; the second entry is 2.202 eV less favorable.

***

Entry w
Computed, not measured: C5H4N2O2 in the gas phase, with ωB97M-V/def2-TZVPD.

Geometry as XYZ:
```
13
Properties=species:S:1:pos:R:3:nbo_charge:R:1
C -0.6774 1.3216 0.3559 -0.41
C -1.6486 0.4003 0.5546 0.09
C 0.6884 1.1025 -0.0607 0.67
C 2.3486 -0.7556 0.2195 0.90
C -0.6884 -1.3150 -0.5553 0.03
N 1.2665 -0.2541 0.0926 -0.65
N -1.3476 -0.9321 0.4600 -0.44
O 3.2461 -1.4585 0.2041 -0.48
O 1.4623 1.9095 -0.5098 -0.52
H -0.9822 2.2897 0.3891 0.23
H -2.6259 0.6620 0.9233 0.21
H -0.7706 -0.6719 -1.4435 0.17
H -0.2712 -2.2986 -0.6297 0.20
```

lowest unoccupied orbital energy = -0.24 eV
SMILES = C=N/C=C\C(=O)N=C=O
HOMO energy = -0.3548 hartree

***

Entry x
Computed, not measured: 2 unconnected molecules or ions with the total composition C5H4N2O2, with ωB97M-V/def2-TZVPD.

Geometry as XYZ:
```
13
Properties=species:S:1:pos:R:3:nbo_charge:R:1
C -1.7921 0.8606 -1.3390 -0.73
C 1.2517 -1.1036 1.0076 0.41
C -1.1529 -0.0807 -0.4612 0.39
C 1.5990 0.0119 -0.1097 0.39
N -0.7545 -0.9444 0.1842 -0.36
C 0.8830 -0.5013 2.2687 0.18
O 1.6900 -2.2146 0.8576 -0.47
O 1.6415 1.1924 0.0574 -0.49
N 0.5795 -0.0064 3.2561 -0.23
H 1.9434 -0.5044 -1.0288 0.13
H -1.6145 0.5706 -2.3767 0.27
H -2.8722 0.8587 -1.1626 0.27
H -1.4019 1.8611 -1.1535 0.27
```

lowest unoccupied orbital energy = -0.62 eV
SMILES = N#CC(=O)C=O.CC#N
HOMO energy = -0.3721 hartree

***

Stability ranking, top entry: entry w; the second entry is 0.536 eV less favorable.